Record 1
{
  "formula": "C29H42ClF5N3O8PSi",
  "method": "the ωB97M-V functional and the def2-TZVPD basis",
  "species": ["C", "C", "C", "C", "O", "C", "P", "N", "C", "C", "C", "O", "Si", "C", "C", "C", "O", "C", "Cl", "C", "C", "C", "O", "C", "F", "F", "C", "F", "F", "F", "H", "H", "H", "H", "H", "H", "H", "H", "H", "H", "H", "H", "H", "H", "H", "H", "H", "H", "H", "H", "H", "H", "H", "H", "H", "H", "H", "H", "H", "H", "H", "H", "O", "N", "O", "C", "C", "C", "C", "C", "C", "H", "H", "H", "H", "H", "O", "N", "O", "C", "C", "C", "C", "C", "C", "H", "H", "H", "H", "H"],
  "positions_angstrom": [[1.665, 2.044, 4.576], [0.749, 1.134, 3.734], [1.500, 0.116, 2.871], [2.032, 0.730, 1.587], [2.511, -0.291, 0.719], [2.379, -0.170, -0.677], [3.012, 1.424, -1.342], [4.572, 1.539, -1.364], [0.999, -0.592, -1.229], [-0.147, 0.395, -0.999], [-1.212, -0.075, -0.015], [-2.246, 0.883, 0.060], [-3.744, 0.665, -0.620], [-4.793, 2.047, 0.050], [-3.684, 0.791, -2.491], [-4.496, -0.962, -0.103], [0.668, -1.845, -0.639], [0.268, -2.933, -1.378], [-1.163, -2.533, -2.404], [-0.131, -4.028, -0.385], [-0.522, -3.520, 1.000], [0.445, -3.510, 2.102], [-0.602, -4.549, 1.977], [1.377, -3.608, -2.289], [0.893, -4.819, -2.633], [2.461, -3.790, -1.506], [1.958, -3.042, -3.651], [2.367, -4.044, -4.399], [3.012, -2.255, -3.427], [1.076, -2.347, -4.358], [1.339, 3.084, 4.550], [2.696, 1.977, 4.220], [1.658, 1.731, 5.622], [0.117, 1.748, 3.083], [0.073, 0.585, 4.392], [2.330, -0.316, 3.439], [0.833, -0.701, 2.575], [1.232, 1.308, 1.116], [2.865, 1.416, 1.791], [3.127, -0.855, -1.085], [2.309, 2.430, -0.658], [2.353, 1.416, -2.590], [4.917, 2.370, -0.901], [1.111, -0.709, -2.298], [-0.658, 0.602, -1.946], [0.242, 1.351, -0.651], [-1.585, -1.056, -0.325], [-0.802, -0.165, 0.995], [-4.623, 2.146, 1.126], [-4.580, 3.010, -0.417], [-5.853, 1.814, -0.093], [-2.734, 0.506, -2.948], [-3.886, 1.830, -2.770], [-4.473, 0.170, -2.935], [-4.844, -0.901, 0.931], [-5.346, -1.177, -0.755], [-3.811, -1.811, -0.180], [0.707, -4.713, -0.253], [-0.971, -4.568, -0.817], [-1.315, -2.758, 1.024], [1.445, -3.888, 1.927], [0.260, -2.858, 2.946], [-5.740, -3.588, -4.316], [-4.593, -3.225, -4.453], [-3.922, -2.713, -3.582], [-3.960, -3.422, -5.770], [-4.712, -3.978, -6.789], [-4.112, -4.158, -8.025], [-2.788, -3.786, -8.219], [-2.054, -3.233, -7.178], [-2.641, -3.045, -5.937], [-5.738, -4.261, -6.612], [-4.681, -4.589, -8.837], [-2.326, -3.929, -9.187], [-1.022, -2.948, -7.329], [-2.087, -2.619, -5.113], [1.029, 4.981, 6.729], [1.899, 5.433, 7.443], [1.783, 5.629, 8.633], [3.192, 5.769, 6.819], [3.343, 5.587, 5.459], [4.557, 5.920, 4.879], [5.590, 6.421, 5.660], [5.414, 6.590, 7.027], [4.205, 6.264, 7.620], [2.533, 5.194, 4.864], [4.695, 5.786, 3.815], [6.535, 6.680, 5.203], [6.219, 6.978, 7.636], [4.044, 6.390, 8.680]],
  "forces_ev_per_a": [[-0.084, -0.273, -0.048], [0.021, 0.062, -0.010], [-0.012, -0.037, -0.169], [0.125, 0.303, -0.117], [-0.009, -0.412, 0.163], [-0.123, -0.035, 0.167], [0.447, 0.110, -0.011], [-0.507, -0.066, 0.088], [0.166, 0.279, -0.008], [-0.305, 0.267, -0.064], [0.027, 0.157, 0.163], [0.043, 0.069, -0.015], [-0.237, 0.052, -0.159], [-0.042, -0.027, 0.165], [-0.155, 0.027, -0.086], [0.174, -0.075, 0.023], [0.522, -0.595, 0.096], [0.308, 0.190, -0.126], [-0.052, -0.001, -0.225], [-0.160, -0.008, 0.677], [0.053, 0.290, -0.340], [-1.009, -0.946, -0.232], [0.561, 0.839, -0.101], [0.020, 0.352, -0.311], [-0.186, -0.240, 0.014], [0.129, -0.096, 0.135], [-0.098, 0.421, 0.548], [0.220, -0.570, -0.246], [0.000, 0.266, 0.256], [-0.415, 0.260, -0.076], [0.060, -0.025, 0.013], [-0.016, 0.173, 0.032], [0.087, 0.049, -0.064], [-0.020, -0.103, 0.045], [-0.033, 0.094, -0.015], [-0.053, -0.107, -0.033], [0.073, 0.068, 0.075], [-0.032, -0.027, 0.021], [-0.123, 0.053, 0.038], [-0.033, -0.209, 0.007], [-0.184, 0.033, -0.038], [-0.035, 0.057, -0.093], [0.137, -0.015, -0.055], [0.165, -0.129, -0.424], [0.083, -0.069, 0.066], [-0.069, 0.092, -0.035], [-0.035, 0.222, 0.126], [0.133, -0.189, -0.037], [-0.030, 0.014, -0.047], [-0.006, -0.031, -0.001], [0.076, 0.080, -0.046], [-0.038, -0.097, 0.071], [0.062, -0.053, -0.063], [0.159, 0.086, 0.041], [-0.034, -0.054, -0.037], [-0.028, -0.035, 0.096], [-0.039, 0.045, -0.049], [-0.157, -0.042, 0.057], [0.105, -0.203, 0.103], [0.157, -0.473, 0.063], [0.020, 0.156, 0.088], [0.241, 0.037, -0.048], [-0.199, -0.040, 0.019], [0.120, -0.046, -0.127], [0.036, 0.142, 0.176], [-0.005, 0.007, -0.015], [-0.004, -0.027, -0.066], [0.022, 0.009, 0.002], [-0.013, 0.004, 0.028], [-0.016, -0.011, -0.021], [0.049, -0.001, -0.033], [-0.007, 0.014, 0.036], [-0.003, -0.004, -0.011], [0.005, -0.005, -0.006], [0.011, 0.003, -0.003], [-0.018, 0.003, 0.027], [-0.085, -0.053, -0.113], [0.065, -0.003, -0.033], [-0.021, 0.018, 0.163], [-0.004, 0.022, 0.008], [0.058, -0.009, -0.143], [0.038, 0.008, 0.048], [-0.032, -0.011, 0.009], [-0.002, -0.005, -0.027], [0.065, 0.023, 0.008], [-0.061, 0.003, 0.069], [0.005, 0.001, -0.012], [0.009, -0.001, -0.003], [0.010, 0.005, 0.003], [-0.039, -0.009, 0.006]],
  "mulliken_charge": [-1.22, -0.53, 0.32, -0.15, -0.38, -0.41, 0.35, -0.80, 0.45, -0.90, 1.22, -0.54, 0.61, -1.20, -0.92, -0.87, -0.02, 0.16, 0.30, -1.16, 0.72, -0.98, -0.57, 0.50, -0.31, -0.26, 0.56, -0.27, -0.26, -0.21, 0.21, 0.36, 0.36, 0.21, 0.56, 0.60, -1.07, 0.15, 0.40, 0.46, 0.08, 0.05, 0.25, 0.16, 0.21, 0.19, -0.38, -0.42, 0.28, 0.33, 0.34, 0.21, 0.34, 0.28, 0.26, 0.37, 0.20, 0.42, 0.40, 0.25, 0.30, 0.43, -0.61, 1.03, -0.56, 0.10, -0.53, -0.41, -0.45, -0.58, -0.05, 0.47, 0.38, 0.39, 0.41, 0.39, -0.60, 1.01, -0.61, 0.15, -0.19, -0.52, -0.43, -0.40, -0.41, 0.41, 0.38, 0.38, 0.37, 0.46],
  "gap_ev": 8.44,
  "largest_force_ev_per_a": 1.40,
  "e_homo_ev": -9.00,
  "energy_ev": -94874.715,
  "smiles": "CCCCO[C@H]([PH2]=N)[C@H](CCO[Si](C)(C)C)O[C@](Cl)(C[C@@H]1CO1)C(F)(F)C(F)(F)F.O=[N+]([O-])c1ccccc1.O=[N+]([O-])c1ccccc1"
}

***

Record 2
{
  "formula": "H68O34",
  "method": "the ωB97M-V functional and the def2-TZVPD basis",
  "species": ["O", "H", "H", "O", "H", "H", "O", "H", "H", "O", "H", "H", "O", "H", "H", "O", "H", "H", "O", "H", "H", "O", "H", "H", "O", "H", "H", "O", "H", "H", "O", "H", "H", "O", "H", "H", "O", "H", "H", "O", "H", "H", "O", "H", "H", "O", "H", "H", "O", "H", "H", "O", "H", "H", "O", "H", "H", "O", "H", "H", "O", "H", "H", "O", "H", "H", "O", "H", "H", "O", "H", "H", "O", "H", "H", "O", "H", "H", "O", "H", "H", "O", "H", "H", "O", "H", "H", "O", "H", "H", "O", "H", "H", "O", "H", "H", "O", "H", "H", "O", "H", "H"],
  "positions_angstrom": [[-4.683, 2.907, 1.155], [-3.807, 2.945, 0.769], [-4.859, 3.804, 1.439], [-5.612, -0.646, -0.930], [-5.856, -1.551, -1.124], [-4.675, -0.686, -0.740], [-3.160, -4.018, -1.258], [-3.082, -4.972, -1.267], [-3.532, -3.815, -0.400], [3.225, -2.723, -0.639], [2.817, -3.502, -0.260], [4.120, -2.995, -0.840], [4.453, -1.103, 3.471], [4.217, -0.971, 2.553], [4.909, -1.944, 3.484], [0.361, -2.490, -5.095], [-0.119, -3.182, -4.641], [0.348, -1.750, -4.487], [-2.473, 4.812, 3.021], [-1.966, 4.182, 2.508], [-2.073, 4.791, 3.890], [-1.986, 1.360, 0.148], [-1.468, 1.657, -0.600], [-2.690, 0.840, -0.240], [-2.304, -1.616, 0.813], [-1.980, -2.238, 1.464], [-1.559, -1.040, 0.639], [-0.792, 2.048, -2.100], [-0.622, 1.728, -2.986], [-0.104, 2.695, -1.943], [-0.394, 2.485, 3.248], [-1.059, 1.798, 3.231], [-0.076, 2.533, 2.346], [3.990, 2.665, 0.516], [4.139, 3.606, 0.428], [4.867, 2.289, 0.596], [3.200, -1.201, -3.527], [4.141, -1.300, -3.385], [2.807, -1.393, -2.675], [0.344, -0.319, -0.132], [-0.325, -0.280, -0.816], [0.428, 0.585, 0.173], [0.516, -2.507, -2.059], [-0.432, -2.637, -2.051], [0.730, -2.243, -1.164], [-4.247, -2.565, -3.115], [-4.035, -3.043, -2.314], [-5.195, -2.656, -3.206], [-4.944, -2.936, 0.903], [-5.590, -2.432, 1.398], [-4.218, -2.327, 0.766], [2.562, -0.472, 1.102], [2.874, -0.985, 0.358], [1.680, -0.198, 0.852], [1.146, 2.624, 0.685], [2.049, 2.427, 0.934], [1.060, 3.568, 0.822], [-1.771, -1.263, -2.584], [-2.714, -1.405, -2.674], [-1.514, -0.838, -3.402], [1.944, 0.773, 3.700], [2.395, 1.615, 3.642], [2.261, 0.278, 2.944], [-1.096, 4.438, 0.022], [-1.172, 3.609, -0.451], [-1.602, 5.060, -0.500], [0.872, 4.031, -2.347], [1.575, 4.438, -2.852], [0.985, 4.373, -1.460], [1.639, 5.307, 0.173], [0.688, 5.415, 0.188], [1.937, 5.689, 0.999], [1.963, 3.492, 3.960], [1.042, 3.288, 3.799], [2.096, 4.347, 3.549], [1.596, -3.190, 3.643], [2.511, -3.095, 3.382], [1.493, -4.125, 3.821], [-2.799, -0.319, 4.155], [-2.371, -0.814, 3.456], [-2.316, -0.556, 4.946], [-1.693, -4.150, -3.582], [-2.176, -3.744, -2.862], [-2.139, -3.845, -4.372], [3.569, 2.276, -2.882], [2.715, 1.968, -3.187], [3.839, 1.628, -2.231], [0.485, -0.984, 5.168], [0.698, -1.835, 4.787], [0.874, -0.347, 4.568], [-1.159, 0.437, -4.927], [-0.382, 0.997, -4.937], [-1.351, 0.276, -5.851], [2.249, -4.427, -2.925], [1.694, -3.656, -3.041], [2.069, -4.721, -2.032], [-1.114, -2.897, 2.902], [-1.470, -3.494, 3.561], [-0.168, -3.036, 2.939], [4.937, 0.280, -0.652], [5.654, 0.677, -0.158], [4.161, 0.430, -0.112]],
  "forces_ev_per_a": [[-0.266, -0.146, -0.147], [0.388, -0.147, -0.029], [-0.012, 0.215, 0.216], [-0.296, 0.391, -0.048], [0.008, -0.231, 0.061], [0.235, -0.022, 0.030], [0.210, -0.175, 0.342], [0.033, -0.357, -0.220], [-0.193, 0.189, 0.533], [-0.004, 0.497, 0.372], [-0.193, -0.170, 0.033], [0.283, -0.029, -0.269], [-0.004, -0.145, 0.225], [-0.287, 0.170, -0.397], [0.305, -0.159, 0.078], [0.077, 0.149, -0.612], [-0.170, -0.322, 0.381], [0.137, 0.087, 0.234], [-0.283, 0.497, -0.171], [0.189, -0.312, -0.062], [0.066, -0.143, 0.204], [-0.231, 0.142, 1.087], [0.072, -0.182, -0.778], [-0.286, -0.098, -0.061], [-0.865, 0.034, -0.566], [0.319, -0.392, 0.545], [0.279, 0.385, -0.044], [-0.449, -0.477, 0.178], [-0.290, -0.145, -0.089], [0.753, 0.388, -0.405], [-0.462, 0.617, 0.032], [-0.328, -0.374, 0.294], [0.273, -0.322, -0.625], [-0.170, 0.008, 0.229], [-0.066, 0.323, -0.164], [0.105, 0.071, 0.124], [-0.146, 0.377, -0.224], [0.234, -0.003, -0.015], [-0.212, -0.302, 0.273], [-0.162, -0.498, 0.015], [-0.332, 0.045, -0.627], [-0.494, 0.914, -0.056], [0.563, -0.130, 0.151], [-0.537, 0.154, -0.281], [0.176, 0.216, 0.243], [-0.269, 0.633, -0.696], [0.184, -0.673, 0.454], [-0.220, 0.179, -0.230], [-0.012, -0.650, -0.257], [-0.197, 0.142, 0.125], [0.501, 0.616, 0.227], [1.102, 0.528, 0.773], [-0.036, -0.738, -0.351], [0.033, -0.440, -0.005], [-0.909, -0.796, 0.069], [0.665, -0.122, 0.007], [0.130, 0.375, -0.199], [0.132, 0.160, 0.759], [-0.628, -0.043, -0.169], [0.132, 0.266, -0.516], [-0.005, -0.369, -0.269], [0.004, 0.579, 0.271], [0.233, -0.331, -0.180], [0.384, 0.344, 0.302], [-0.213, -0.351, -0.078], [-0.322, 0.211, -0.124], [-0.180, 0.288, -0.239], [0.316, -0.076, -0.153], [0.369, 0.094, 0.299], [0.468, 0.062, 0.051], [-0.832, 0.128, 0.067], [0.203, 0.289, 0.157], [0.929, 0.484, -0.043], [-0.827, -0.521, 0.217], [0.194, 0.211, 0.087], [-0.264, -0.297, -0.171], [0.330, 0.444, -0.059], [0.033, -0.368, 0.206], [-0.357, 0.297, -0.064], [0.207, -0.209, -0.225], [0.375, -0.042, 0.210], [0.543, -0.460, -0.297], [-0.099, 0.192, 0.144], [-0.290, 0.088, -0.175], [0.033, 0.491, -0.173], [-0.133, -0.183, -0.066], [0.232, -0.302, 0.256], [-0.796, -0.426, 0.586], [0.166, -0.096, -0.008], [0.390, 0.625, -0.134], [-0.057, 0.096, 0.467], [0.324, 0.066, -0.222], [-0.086, -0.213, -0.275], [0.748, -0.795, -0.277], [-0.287, 0.371, 0.051], [-0.243, -0.022, -0.028], [-0.467, -0.178, -0.113], [-0.301, -0.059, 0.194], [0.658, 0.263, -0.056], [0.209, -0.281, -0.417], [0.362, -0.134, -0.035], [-0.526, 0.067, 0.336]],
  "mulliken_charge": [-0.61, 0.29, 0.30, -0.59, 0.33, 0.22, -0.58, 0.24, 0.32, -0.44, 0.20, 0.21, -0.60, 0.26, 0.27, -0.64, 0.36, 0.27, -0.66, 0.39, 0.29, -0.38, 0.17, 0.21, -0.13, 0.32, 0.01, -0.57, 0.15, 0.29, -0.76, 0.34, 0.33, -0.43, 0.19, 0.17, -0.60, 0.31, 0.22, -0.66, 0.08, 0.10, 0.13, 0.04, 0.03, -0.65, 0.29, 0.32, -0.68, 0.35, 0.18, 0.52, 0.03, 0.15, 0.74, -0.06, -0.12, 0.08, 0.14, 0.12, -0.67, 0.32, 0.15, -0.52, 0.17, 0.26, -0.66, 0.30, 0.29, -0.72, 0.29, 0.29, -0.66, 0.40, 0.24, -0.59, 0.21, 0.26, -0.64, 0.30, 0.32, -0.70, 0.25, 0.37, -0.63, 0.28, 0.36, -0.65, 0.32, 0.43, -0.55, 0.27, 0.23, -0.66, 0.39, 0.25, -0.47, 0.24, 0.23, -0.64, 0.27, 0.27],
  "gap_ev": 9.47,
  "largest_force_ev_per_a": 1.45,
  "e_homo_ev": -10.03,
  "relative_energy_kj_mol": 502.3,
  "energy_ev": -70721.409
}